Formula: C2H6N2O
Source: the OMol25 dataset
Level of theory: ωB97M-V/def2-TZVPD

Last columns: bonded neighbours and bond lengths (Å).
Geometry (Å):
1 N 1.325 -1.535 0.087  C2 1.474, H6 1.034, H7 0.943
2 C 0.067 -1.001 -0.466  N1 1.474, N3 1.486, H8 1.071, H9 1.026
3 N 0.168 0.468 -0.665  C2 1.486, C4 1.332, H10 0.990
4 C -0.496 1.302 0.133  N3 1.332, O5 1.197, H11 1.020
5 O -1.344 1.015 0.928  C4 1.197
6 H 2.187 -1.058 0.402  N1 1.034
7 H 0.925 -2.115 0.714  N1 0.943
8 H -0.084 -1.388 -1.453  C2 1.071
9 H -0.686 -1.129 0.218  C2 1.026
10 H 0.902 0.967 -1.105  N3 0.990
11 H -0.367 2.271 -0.158  C4 1.020

Calculated values
* highest occupied orbital energy: -9.537 eV
* LUMO: 0.033 Eh
* multiplicity: 1
* energy above the lowest of the compared OMol25 structures with the same formula, charge and spin: 1.848 eV
* SMILES string: NCNC=O


Formula: C6H13N2
Source: the OMol25 dataset
Level of theory: ωB97M-V/def2-TZVPD

Last columns: bonded neighbours and bond lengths (Å).
Geometry (Å):
1 C -1.693 -0.365 0.242  C2 1.321, C3 1.449, C4 1.467
2 C -0.408 -0.091 0.102  C1 1.321, C3 1.486
3 C -1.357 1.044 0.238  C1 1.449, C2 1.486, N8 1.581, H9 1.081
4 C -2.868 -1.197 0.523  C1 1.467, H10 1.074, H11 1.128, H12 1.042
5 C 2.717 -1.203 -0.665  N7 1.413, H13 1.097, H14 1.161, H15 1.102
6 C 2.320 0.243 1.255  N7 1.438, H16 1.167, H17 1.090, H18 1.135
7 N 2.141 -0.020 -0.148  C5 1.413, C6 1.438
8 N -1.684 1.816 -1.102  C3 1.581, H19 1.057, H20 1.024, H21 1.021
9 H -1.333 1.675 1.116  C3 1.081
10 H -3.598 -0.727 1.155  C4 1.074
11 H -2.615 -2.226 0.910  C4 1.128
12 H -3.317 -1.302 -0.412  C4 1.042
13 H 3.700 -1.419 -0.227  C5 1.097
14 H 2.108 -2.104 -0.261  C5 1.161
15 H 2.570 -1.303 -1.753  C5 1.102
16 H 2.215 -0.751 1.856  C6 1.167
17 H 3.291 0.738 1.258  C6 1.090
18 H 1.517 0.983 1.564  C6 1.135
19 H -1.898 1.023 -1.768  N8 1.057
20 H -0.946 2.427 -1.464  N8 1.024
21 H -2.525 2.356 -0.894  N8 1.021

Calculated values
* highest occupied orbital energy (alpha / beta): -12.431 / -12.910 eV
* LUMO (alpha / beta): -0.198 / -0.138 Eh
* multiplicity: 1
* energy above the lowest of the compared OMol25 structures with the same formula, charge and spin: 7.374 eV
* charge: +1


Formula: C16H23ClN2O3S
Source: the OMol25 dataset
Level of theory: ωB97M-V/def2-TZVPD

Last columns: bonded neighbours and bond lengths (Å).
Geometry (Å):
1 C -2.147 -1.091 1.846  C2 1.530, H24 1.087, H25 1.086, H26 1.087
2 C -3.218 -1.608 0.883  C1 1.530, N3 1.440, H27 1.092, H28 1.094
3 N -3.788 -0.589 0.039  C2 1.440, C4 1.440, S6 1.652
4 C -4.951 0.159 0.441  N3 1.440, C5 1.528, H29 1.097, H30 1.091
5 C -4.684 1.205 1.524  C4 1.528, H31 1.087, H32 1.087, H33 1.087
6 S -3.121 -0.340 -1.452  N3 1.652, O7 1.432, O8 1.434, C9 1.797
7 O -4.094 0.312 -2.276  S6 1.432
8 O -2.530 -1.568 -1.895  S6 1.434
9 C -1.788 0.821 -1.130  S6 1.797, C10 1.382, C23 1.380
10 C -2.071 2.162 -0.952  C9 1.382, C11 1.383, H34 1.078
11 C -1.048 3.036 -0.635  C10 1.383, C12 1.390, H35 1.078
12 C 0.252 2.560 -0.507  C11 1.390, Cl13 1.717, C14 1.396
13 Cl 1.501 3.656 -0.076  C12 1.717
14 C 0.545 1.210 -0.706  C12 1.396, C15 1.508, C23 1.391
15 C 1.966 0.704 -0.661  C14 1.508, O16 1.210, N17 1.351
16 O 2.861 1.249 -1.266  C15 1.210
17 N 2.104 -0.402 0.102  C15 1.351, C18 1.455, H36 1.006
18 C 3.350 -1.130 0.281  N17 1.455, C19 1.546, C22 1.542, H37 1.093
19 C 4.495 -0.241 0.819  C18 1.546, C20 1.529, H38 1.088, H39 1.091
20 C 5.549 -0.216 -0.288  C19 1.529, C21 1.525, H40 1.089, H41 1.089
21 C 5.391 -1.577 -0.957  C20 1.525, C22 1.526, H42 1.092, H43 1.088
22 C 3.875 -1.730 -1.039  C18 1.542, C21 1.526, H44 1.089, H45 1.089
23 C -0.498 0.345 -1.019  C9 1.380, C14 1.391, H46 1.080
24 H -1.685 -1.932 2.357  C1 1.087
25 H -2.572 -0.427 2.592  C1 1.086
26 H -1.381 -0.546 1.299  C1 1.087
27 H -2.775 -2.345 0.210  C2 1.092
28 H -4.023 -2.091 1.445  C2 1.094
29 H -5.725 -0.537 0.786  C4 1.097
30 H -5.309 0.645 -0.467  C4 1.091
31 H -5.551 1.853 1.621  C5 1.087
32 H -3.820 1.812 1.264  C5 1.087
33 H -4.503 0.734 2.486  C5 1.087
34 H -3.085 2.506 -1.083  C10 1.078
35 H -1.244 4.087 -0.488  C11 1.078
36 H 1.281 -0.774 0.547  N17 1.006
37 H 3.129 -1.926 0.997  C18 1.093
38 H 4.134 0.757 1.057  C19 1.088
39 H 4.906 -0.683 1.727  C19 1.091
40 H 6.552 -0.046 0.099  C20 1.089
41 H 5.304 0.570 -1.001  C20 1.089
42 H 5.818 -2.360 -0.328  C21 1.092
43 H 5.863 -1.623 -1.937  C21 1.088
44 H 3.498 -1.135 -1.869  C22 1.089
45 H 3.556 -2.762 -1.175  C22 1.089
46 H -0.320 -0.702 -1.215  C23 1.080

Calculated values
* highest occupied orbital energy: -9.292 eV
* LUMO: 0.011 Eh
* multiplicity: 1
* energy above the lowest of the compared OMol25 structures with the same formula, charge and spin: 0.500 eV
* SMILES string: CCN(CC)S(=O)(=O)c1ccc(Cl)c(C(=O)NC2CCCC2)c1


| no. | molar mass (g mol⁻¹) |
| --- | --- |
| 1 | 74.1 |
| 2 | 113.2 |
| 3 | 358.9 |